{
  "formula": "H20O10",
  "method": "the ωB97M-V functional and the def2-TZVPD basis",
  "elements": ["O", "O", "O", "O", "O", "O", "O", "O", "O", "O", "H", "H", "H", "H", "H", "H", "H", "H", "H", "H", "H", "H", "H", "H", "H", "H", "H", "H", "H", "H"],
  "positions_angstrom": [[0.06460, -1.91253, 1.55287], [0.45560, -0.65153, -0.77313], [-2.48240, -1.05253, -0.30713], [-2.25940, 0.95647, 0.76587], [1.40160, 2.75147, 2.37787], [1.83760, 1.24247, -2.58313], [-1.05640, 0.53347, -2.52813], [2.00360, -0.65053, 0.70487], [0.66660, -3.28553, 0.10087], [0.52360, 1.47447, 1.10987], [1.09360, 2.19647, 1.53287], [-2.28540, 1.02247, 1.71087], [1.72860, 2.14547, -2.80413], [0.70160, 3.14147, 2.80987], [-1.81740, 0.33247, -2.96713], [0.42060, -4.09853, -0.38313], [1.27260, -0.85853, 1.16887], [0.85160, -0.00753, -1.41813], [0.52360, 2.17647, 0.46287], [-3.39740, -0.75053, -0.60813], [-0.23940, 1.31647, 1.28987], [0.07660, -2.44053, 0.83187], [0.21660, 0.02947, -0.12113], [0.84760, -2.17853, 2.09687], [0.65560, -2.56153, -0.52013], [1.89160, -1.05953, -0.22413], [-2.13340, -0.32353, 0.32887], [-1.22940, 0.17847, -1.62313], [2.81360, 0.98547, -2.29213], [-3.14640, 1.34847, 0.30787]],
  "e_homo_ev": -8.97,
  "gap_ev": 8.37
}